1:
A cluster of 2 separate species, C4H9NO2 in total. Source: the Open Molecules 2025 dataset; level of theory: ωB97M-V/def2-TZVPD.

Results
- Frontier orbital gap: 0.3127 Ha
- LUMO level: -0.0094 Eh
- Net charge: 0
- 2S+1: 1

XYZ file:
```
16
C4H9NO2 ωB97M-V/def2-TZVPD
N 1.5927 0.6983 1.1699
C 1.2380 -0.6095 1.2766
O 1.5796 -1.3367 2.1831
C 0.3313 -1.1145 0.1161
C -0.9743 -0.4274 0.2720
C -1.0577 0.9041 -0.3348
O 0.0429 1.3441 -1.1403
H 2.2645 1.0495 1.8351
H 1.3998 1.2121 0.3171
H 0.8549 -0.8960 -0.8261
H 0.2439 -2.1903 0.2745
H -1.9781 -1.6863 -1.9757
H -2.1384 -1.6406 -1.2475
H -2.0024 0.9534 -0.8970
H -1.1981 1.5635 0.5424
H -0.1985 2.1763 -1.5654
```

Atomic partial charges in e from the natural (NBO) method, atoms 1 to 4: number 1, N, carries -0.84; number 2, C, carries 0.71; number 3, O, carries -0.58; number 4, C, carries -0.68

***

2:
An isolated molecule of C4H9NO2. Source: the Open Molecules 2025 dataset; level of theory: ωB97M-V/def2-TZVPD.

Results
- Frontier orbital gap: 0.3647 Ha
- Structure (SMILES): COCCNC=O
- LUMO level: 0.0345 Eh
- Net charge: 0
- 2S+1: 1

XYZ file:
```
16
C4H9NO2 ωB97M-V/def2-TZVPD
C 0.2921 0.8262 2.5063
O 0.5210 0.7928 1.1201
C 0.4747 -0.5064 0.5741
C 0.6127 -0.3837 -0.9367
N -0.4660 0.4412 -1.5007
C -1.3001 -0.0871 -2.4615
O -1.0739 -1.2510 -2.8856
H -0.6977 0.4205 2.7642
H 1.0528 0.2564 3.0608
H 0.3375 1.8716 2.8220
H -0.4819 -0.9937 0.8209
H 1.2869 -1.1301 0.9879
H 0.5525 -1.3672 -1.4113
H 1.5937 0.0492 -1.1764
H -0.5989 1.3375 -1.0551
H -2.1051 -0.2762 -3.2290
```

Atomic partial charges in e from the natural (NBO) method, atoms 1 to 4: number 1, C, carries -0.25; number 2, O, carries -0.55; number 3, C, carries -0.07; number 4, C, carries -0.26

***

Here is how they stack up, most stable first: 2, 1.

***

1:
A cluster of 2 separate species, C2H2O2S in total. Source: the Open Molecules 2025 dataset; level of theory: ωB97M-V/def2-TZVPD.

Results
- Frontier orbital gap (alpha / beta): 0.2688 / 0.3123 Ha
- LUMO level (alpha / beta): -0.0783 / -0.0469 Eh
- Net charge: 0
- 2S+1: 1

XYZ file:
```
7
C2H2O2S ωB97M-V/def2-TZVPD
C 0.9285 -0.0774 -1.6344
C -0.7808 0.0184 1.5461
O 0.8633 -1.2328 -1.7317
O -1.2521 0.2169 2.6606
S -0.4163 1.2702 0.4559
H 1.1622 0.6950 -2.3657
H -0.5048 -0.8904 1.0692
```

Atomic partial charges in e from the natural (NBO) method, atoms 1 to 4: number 1, C, carries 0.49; number 2, C, carries 0.17; number 3, O, carries -0.40; number 4, O, carries -0.54

***

2:
An isolated molecule of C2H2O2S. Source: the Open Molecules 2025 dataset; level of theory: ωB97M-V/def2-TZVPD.

Results
- Frontier orbital gap: 0.3214 Ha
- LUMO level: -0.0560 Eh
- Net charge: 0
- 2S+1: 1

XYZ file:
```
7
C2H2O2S ωB97M-V/def2-TZVPD
C 0.2945 -0.4445 0.8038
C 0.7483 0.6722 0.9368
O 0.1980 -0.2082 -1.9529
O -1.7793 0.3333 -0.6734
S -0.7798 -0.6786 -1.0261
H 0.2040 -1.2962 1.3145
H 1.1144 1.6221 0.5973
```

Atomic partial charges in e from the natural (NBO) method, atoms 1 to 4: number 1, C, carries -0.42; number 2, C, carries 0.01; number 3, O, carries -0.88; number 4, O, carries -0.88

***

Here is how they stack up, most stable first: 1, 2.

***

1:
An isolated molecule of C2H2O2S. Source: the Open Molecules 2025 dataset; level of theory: ωB97M-V/def2-TZVPD.

Results
- Frontier orbital gap: 0.3202 Ha
- Structure (SMILES): O=CC(O)=S
- LUMO level: -0.0327 Eh
- Net charge: 0
- 2S+1: 1

XYZ file:
```
7
C2H2O2S ωB97M-V/def2-TZVPD
O 0.1291 -1.9263 -0.5542
C 0.0247 -0.7550 -0.8746
C -0.1247 0.5002 0.1351
O 0.0127 -0.0038 1.3760
S -0.2945 1.9949 -0.3337
H 0.1304 -0.3963 -1.8833
H 0.1224 0.5862 2.1347
```

Atomic partial charges in e from the natural (NBO) method, atoms 1 to 4: number 1, O, carries -0.46; number 2, C, carries 0.38; number 3, C, carries 0.07; number 4, O, carries -0.65

***

2:
An isolated molecule of C2H2O2S. Source: the Open Molecules 2025 dataset; level of theory: ωB97M-V/def2-TZVPD.

Results
- Frontier orbital gap: 0.3481 Ha
- Structure (SMILES): O=CC(=O)S
- LUMO level: -0.0302 Eh
- Net charge: 0
- 2S+1: 1

XYZ file:
```
7
C2H2O2S ωB97M-V/def2-TZVPD
O 1.7335 -1.0219 -0.0471
C 1.3678 0.1217 0.0212
C -0.0782 0.6269 0.0713
O -0.2157 1.8131 -0.0141
S -1.3401 -0.6425 -0.0368
H 2.0634 0.9943 -0.0152
H -0.5002 -1.5358 0.5388
```

Atomic partial charges in e from the natural (NBO) method, atoms 1 to 4: number 1, O, carries -0.47; number 2, C, carries 0.34; number 3, C, carries 0.31; number 4, O, carries -0.49

***

3:
An isolated molecule of C2H2O2S. Source: the Open Molecules 2025 dataset; level of theory: ωB97M-V/def2-TZVPD.

Results
- Frontier orbital gap: 0.3383 Ha
- Structure (SMILES): O=C=C(O)S
- LUMO level: 0.0107 Eh
- Net charge: 0
- 2S+1: 1

XYZ file:
```
7
C2H2O2S ωB97M-V/def2-TZVPD
O -0.5722 0.6034 -2.1745
C -0.1769 0.4629 -1.1140
C 0.2142 0.0402 0.0473
O 1.1468 0.8140 0.6509
S -0.6271 -1.3207 0.7873
H 1.8785 0.3151 0.7228
H -1.8632 -0.9149 1.0801
```

Atomic partial charges in e from the natural (NBO) method, atoms 1 to 4: number 1, O, carries -0.41; number 2, C, carries 0.68; number 3, C, carries -0.22; number 4, O, carries -0.66

***

4:
A cluster of 2 separate species, C2H2O2S in total. Source: the Open Molecules 2025 dataset; level of theory: ωB97M-V/def2-TZVPD.

Results
- Frontier orbital gap (alpha / beta): 0.2570 / 0.2530 Ha
- Structure (SMILES): C=C=O.O=S
- LUMO level (alpha / beta): -0.0683 / -0.0618 Eh
- Net charge: 0
- 2S+1: 1

XYZ file:
```
7
C2H2O2S ωB97M-V/def2-TZVPD
C -1.1572 0.0322 -0.0183
C -0.1130 -0.6815 0.1542
O 0.6072 -1.5846 0.0686
H -1.5720 -0.0037 -1.0486
H -1.4534 0.6861 0.7002
O 1.1533 0.9822 0.2673
S 2.5352 0.5692 -0.1233
```

Atomic partial charges in e from the natural (NBO) method, atoms 1 to 4: number 1, C, carries -0.73; number 2, C, carries 0.73; number 3, O, carries -0.47; number 4, H, carries 0.27

***

Here is how they stack up, most stable first: 2, 1, 3, 4.

***

1:
An isolated molecule of C3H9N2O2P. Source: the Open Molecules 2025 dataset; level of theory: ωB97M-V/def2-TZVPD.

Results
- Frontier orbital gap: 0.3484 Ha
- Structure (SMILES): NP1NCC[C@@H](O)O1
- LUMO level: 0.0296 Eh
- Net charge: 0
- 2S+1: 1

XYZ file:
```
17
C3H9N2O2P ωB97M-V/def2-TZVPD
N -2.0923 -0.5136 -0.8729
P -1.5173 -0.8451 0.6698
N -1.0225 0.7809 1.0570
C 0.3684 1.2074 0.8304
C 0.8486 0.5214 -0.4428
C 0.9084 -0.9640 -0.4513
O 2.1811 -1.4817 -0.0622
O -0.1156 -1.5731 0.3481
H -2.0447 0.4348 -1.3896
H -2.9952 -0.8419 -1.2446
H -1.2645 0.8929 1.9502
H 1.0853 0.9376 1.5948
H 0.3668 2.3391 0.5386
H 0.2224 0.9056 -1.2756
H 1.8575 0.7648 -0.6558
H 0.8161 -1.3776 -1.4706
H 2.3975 -1.1874 0.8765
```

Atomic partial charges in e from the natural (NBO) method, atoms 1 to 4: number 1, N, carries -1.24; number 2, P, carries 1.40; number 3, N, carries -0.94; number 4, C, carries -0.22

***

2:
A cluster of 2 separate species, C3H9N2O2P in total. Source: the Open Molecules 2025 dataset; level of theory: ωB97M-V/def2-TZVPD.

Results
- Frontier orbital gap: 0.3426 Ha
- Structure (SMILES): [H]/N=C/C=C.NP(O)O
- LUMO level: 0.0241 Eh
- Net charge: 0
- 2S+1: 1

XYZ file:
```
17
C3H9N2O2P ωB97M-V/def2-TZVPD
H 0.3199 1.3929 1.5045
N -0.3894 0.6874 1.2413
C -1.2984 1.2403 0.5713
C -2.2813 0.2953 0.0487
C -2.9012 0.4692 -1.1771
H -1.3620 2.2931 0.3038
H -2.7588 -0.3947 0.6733
H -3.4360 -0.3786 -1.6723
H -2.6224 1.2803 -1.8253
N 1.8217 -1.3294 1.0104
P 1.5497 -0.8041 -0.5949
O 1.7337 0.7026 -0.4182
O 3.1443 -1.1362 -1.0659
H 1.1252 -0.9312 1.6501
H 1.6622 -2.3405 0.9908
H 2.4819 0.8945 0.2697
H 3.2107 -1.9409 -1.5104
```

Atomic partial charges in e from the natural (NBO) method, atoms 1 to 4: number 1, H, carries 0.34; number 2, N, carries -0.62; number 3, C, carries 0.10; number 4, C, carries -0.24

***

Here is how they stack up, most stable first: 1, 2.

***

1:
A cluster of 10 separate species, H20O10 in total. Source: the Open Molecules 2025 dataset; level of theory: ωB97M-V/def2-TZVPD.

Results
- Frontier orbital gap: 0.3793 Ha
- Structure (SMILES): O.O.O.O.O.O.O.O.O.O
- LUMO level: 0.0097 Eh
- Net charge: 0
- 2S+1: 1

XYZ file:
```
30
H20O10 ωB97M-V/def2-TZVPD
O 0.1111 0.0531 0.0317
H -0.2359 0.9065 0.2352
H -0.6609 -0.3920 -0.3251
O 0.3215 -3.1550 0.3923
H 1.1413 -2.6861 0.3018
H 0.7550 -3.9453 0.6973
O -2.4508 0.2065 1.7649
H -1.5415 -0.1299 1.8803
H -2.8653 0.2105 2.6405
O -0.9813 2.3929 0.4664
H -1.5372 2.3290 1.2692
H -1.1358 3.2294 0.0760
O 0.6054 1.4525 -2.8677
H 1.1969 0.9678 -2.2706
H 0.7502 1.1325 -3.7353
O 0.3162 -0.0771 3.2020
H 0.7218 -0.4985 3.9650
H 0.9423 -0.0653 2.5088
O -0.2494 -2.3321 -3.3390
H -0.7172 -2.0401 -2.5537
H -0.4335 -1.7977 -4.1066
O 2.3494 0.2107 -1.3693
H 1.7742 -0.1357 -0.6478
H 2.9429 0.8729 -0.9724
O -1.8139 -1.5722 -0.9161
H -1.3325 -2.2724 -0.4596
H -2.7358 -1.6475 -0.6871
O 1.8079 2.6556 1.8807
H 1.9125 3.5818 1.6211
H 1.0425 2.5451 1.3172
```

Atomic partial charges in e from the natural (NBO) method, atoms 1 to 4: number 1, O, carries -1.02; number 2, H, carries 0.49; number 3, H, carries 0.50; number 4, O, carries -0.94

***

2:
A cluster of 10 separate species, H20O10 in total. Source: the Open Molecules 2025 dataset; level of theory: ωB97M-V/def2-TZVPD.

Results
- Frontier orbital gap: 0.3595 Ha
- Structure (SMILES): O.O.O.O.O.O.O.O.O.O
- LUMO level: -0.0187 Eh
- Net charge: 0
- 2S+1: 1

XYZ file:
```
30
H20O10 ωB97M-V/def2-TZVPD
O -0.4334 -3.2040 1.5730
H 0.2680 -3.1929 2.0134
H -0.9230 -2.3152 1.4979
O 3.4518 -2.6125 1.4214
H 3.7696 -2.3675 0.5879
H 3.5051 -1.7079 1.7969
O 1.4867 0.4916 -0.1088
H 0.9214 1.1164 -0.5035
H 1.0335 -0.3096 0.1677
O -1.6259 -1.4116 2.7657
H -1.9827 -0.8764 1.9623
H -1.8827 -0.7486 3.5364
O 0.1851 3.4194 0.7136
H 0.9683 3.7392 0.7755
H 0.2763 2.9739 -0.2381
O -2.2327 -0.5297 -1.1259
H -1.2127 -0.0907 -0.7022
H -1.9410 -0.3272 -2.0365
O -0.2136 2.1871 -1.5509
H -0.1987 1.8850 -2.5174
H -1.1148 2.6600 -1.4678
O -0.7193 -0.3140 -3.3740
H -0.1309 -0.1196 -4.0909
H -0.9259 -1.2369 -3.6071
O 3.7209 1.7752 -0.8072
H 3.2711 1.0859 -0.2846
H 3.6816 1.4610 -1.5384
O -3.5669 0.0726 0.9013
H -4.4400 -0.1042 1.0996
H -3.3630 -0.5175 0.2829
```

Atomic partial charges in e from the natural (NBO) method, atoms 1 to 4: number 1, O, carries -0.94; number 2, H, carries 0.45; number 3, H, carries 0.48; number 4, O, carries -0.92

***

Here is how they stack up, most stable first: 1, 2.

***

1:
A cluster of 10 separate species, H20O10 in total. Source: the Open Molecules 2025 dataset; level of theory: ωB97M-V/def2-TZVPD.

Results
- Frontier orbital gap: 0.3927 Ha
- Structure (SMILES): O.O.O.O.O.O.O.O.O.O
- LUMO level: 0.0025 Eh
- Net charge: 0
- 2S+1: 1

XYZ file:
```
30
H20O10 ωB97M-V/def2-TZVPD
O -1.6651 2.4778 -1.9495
H -1.0239 2.5787 -1.2367
H -2.4532 2.9428 -1.6540
O 0.6935 3.0405 1.4122
H 0.6906 3.9890 1.5675
H -0.2374 2.7689 1.4825
O 0.3974 -0.2705 0.5656
H 0.2164 0.0406 -0.3357
H 0.6529 0.5282 1.0390
O -2.9536 -1.9370 0.2307
H -2.1187 -1.5031 0.0234
H -3.2460 -2.2869 -0.6139
O -0.1990 -3.0528 0.8582
H -1.0883 -3.3952 1.0040
H -0.3265 -2.1048 0.7303
O -0.9980 -1.7874 -2.0838
H -1.7829 -2.1973 -2.4588
H -0.5310 -2.5065 -1.6372
O 2.6914 -2.3710 0.4865
H 1.9438 -1.9866 0.9661
H 2.3371 -3.1931 0.1339
O -2.0316 2.0836 1.6140
H -2.5675 2.5343 2.2751
H -2.0697 1.1497 1.8516
O 3.4067 0.0426 -0.7029
H 4.3618 0.0886 -0.6164
H 3.1249 -0.7438 -0.1903
O 1.3480 1.8438 -1.1932
H 1.9594 1.0929 -1.2869
H 1.4685 2.1338 -0.2814
```

Atomic partial charges in e from the natural (NBO) method, atoms 1 to 4: number 1, O, carries -0.94; number 2, H, carries 0.48; number 3, H, carries 0.46; number 4, O, carries -0.99

***

2:
A structure of composition H20O10. Source: the Open Molecules 2025 dataset; level of theory: ωB97M-V/def2-TZVPD.

Results
- Frontier orbital gap: 0.3047 Ha
- LUMO level: -0.0244 Eh
- Net charge: 0
- 2S+1: 1

XYZ file:
```
30
H20O10 ωB97M-V/def2-TZVPD
O 1.7982 -10.5543 -4.1136
H 1.2902 -9.7848 -4.3708
H 1.9684 -10.4285 -3.1801
O 2.3221 -14.8427 -2.8476
H 1.8727 -14.9178 -2.0058
H 1.7641 -14.2637 -3.3668
O -0.7259 -12.3348 -2.4500
H -0.5561 -11.7011 -3.1470
H -1.6762 -12.4496 -2.4564
O 2.0257 -13.3848 -6.3018
H 1.7683 -13.2164 -5.3953
H 2.2464 -14.3161 -6.3195
O 3.6522 -11.7045 -5.0490
H 3.2202 -12.0517 -5.8294
H 2.9684 -11.2116 -4.5954
O 1.5013 -13.1546 -4.2667
H 1.7056 -12.3089 -3.8677
H 0.6202 -13.3606 -3.9547
O -0.4310 -13.3656 -6.2023
H 0.1140 -12.5878 -6.0828
H -0.6606 -13.3573 -7.1315
O -0.1867 -14.3374 -3.1558
H -0.1897 -14.9088 -2.3879
H -0.9894 -13.8224 -3.0748
O 3.8082 -12.0121 -2.8550
H 3.4386 -12.5916 -3.5212
H 4.6885 -11.8115 -3.1730
O -0.2213 -15.2972 -5.3756
H -0.0385 -15.0842 -4.4604
H 0.0281 -14.5100 -5.8596
```

Atomic partial charges in e from the natural (NBO) method, atoms 1 to 4: number 1, O, carries -0.94; number 2, H, carries 0.51; number 3, H, carries 0.52; number 4, O, carries -0.95

***

3:
A cluster of 10 separate species, H20O10 in total. Source: the Open Molecules 2025 dataset; level of theory: ωB97M-V/def2-TZVPD.

Results
- Frontier orbital gap: 0.3813 Ha
- Structure (SMILES): O.O.O.O.O.O.O.O.O.O
- LUMO level: -0.0150 Eh
- Net charge: 0
- 2S+1: 1

XYZ file:
```
30
H20O10 ωB97M-V/def2-TZVPD
O -10.9549 -14.2739 -3.2349
H -10.3284 -14.5222 -3.9851
H -11.7894 -14.5705 -3.6333
O -9.8836 -15.6445 -6.4088
H -10.6781 -16.0419 -6.7721
H -9.8130 -16.1172 -5.5525
O -12.5739 -15.6923 -5.0258
H -13.2075 -16.1209 -4.5484
H -12.5931 -16.0744 -5.9015
O -10.3721 -20.1868 -2.4932
H -9.8899 -19.7258 -1.8129
H -9.9214 -21.0229 -2.5782
O -12.8906 -18.9477 -0.5691
H -12.9083 -19.1102 0.3764
H -12.9764 -18.0091 -0.7375
O -9.4905 -16.9639 -4.1821
H -9.2807 -17.8643 -4.3951
H -9.1907 -16.7991 -3.2745
O -14.6957 -19.1935 -3.6407
H -13.8002 -18.9929 -3.5401
H -14.7154 -20.0967 -3.8833
O -13.0800 -21.3915 -1.5857
H -13.5764 -21.5986 -0.8451
H -12.9270 -20.4123 -1.5426
O -11.7322 -19.0189 -6.2477
H -10.8626 -19.3129 -6.0628
H -12.0983 -18.9061 -5.3948
O -12.1182 -18.1527 -3.3612
H -11.5767 -18.7356 -2.7592
H -11.6126 -17.3568 -3.5337
```

Atomic partial charges in e from the natural (NBO) method, atoms 1 to 4: number 1, O, carries -0.97; number 2, H, carries 0.47; number 3, H, carries 0.48; number 4, O, carries -0.96

***

Here is how they stack up, most stable first: 1, 3, 2.